(1)
C52H49Cl3F7NO | the ωB97M-V functional and the def2-TZVPD basis

XYZ file:
```
113
Properties=species:S:1:pos:R:3:forces:R:3:lowdin_charge:R:1
C 2.780818 -0.655645 3.771025 0.0 0.0 0.5 -0.08
C 3.135919 -0.492057 2.305989 -0.4 -0.8 0.3 -0.25
C 1.966389 -0.214754 1.358571 0.7 0.6 0.2 -0.60
Cl 1.293044 -1.742449 0.680616 -0.1 0.1 0.1 0.68
C 0.849565 0.690500 1.869620 0.1 -1.0 -0.6 -0.22
C 1.323406 2.021194 2.488953 -1.7 -2.5 0.6 -0.47
O 2.246293 2.655887 2.127417 1.8 1.6 -0.6 0.13
N 0.459193 2.286151 3.547264 -1.3 1.1 -0.4 0.09
C -0.804224 1.557191 3.232672 1.9 -0.6 -0.4 -0.14
C -0.217815 0.162575 2.822142 -1.3 2.2 0.3 -0.28
C -1.355471 -0.639019 2.287382 0.5 0.7 -0.6 -0.67
Cl -2.431285 0.129230 1.153032 0.2 0.3 0.0 0.73
C -1.574150 -1.875461 2.629327 -1.0 -1.4 0.4 -0.75
C -0.749673 -2.700998 3.540776 0.3 -0.1 0.0 -0.10
Cl -2.957983 -2.724984 1.981881 0.2 -0.2 0.1 0.67
H 3.665739 -0.887573 4.356258 -0.2 0.0 -0.3 0.05
H 2.363428 0.245371 4.219075 0.0 0.2 0.0 0.07
H 2.069122 -1.457860 3.958639 -0.1 -0.2 -0.2 0.07
H 3.559952 -1.440067 1.986523 0.3 0.0 -0.2 0.09
H 3.917990 0.253568 2.204288 -0.1 0.3 -0.1 0.10
H 2.386102 0.298667 0.503147 0.0 0.0 -0.3 0.10
H 0.294992 0.926266 0.954057 -0.1 0.4 0.0 0.14
H 0.196318 3.270493 3.506251 0.8 0.1 0.7 0.14
H -1.155926 2.032936 2.323420 -1.0 0.0 0.2 0.09
H -1.503768 1.489152 4.051453 -0.1 0.3 0.1 0.13
H 0.150410 -0.197933 3.769523 0.3 -0.6 -0.1 0.12
H -1.373310 -3.260460 4.225530 -0.1 -0.2 0.0 0.08
H -0.052931 -2.122575 4.132321 0.1 0.2 0.0 0.06
H -0.155256 -3.370444 2.925210 0.0 -0.4 0.1 0.08
F -2.546547 -5.005665 -3.507356 0.0 -0.1 0.0 0.04
C -2.554038 -3.657575 -3.420548 0.0 0.3 0.0 -0.29
C -2.594721 -2.912406 -4.581737 0.0 -0.1 -0.2 -0.02
C -2.609541 -1.527932 -4.490377 0.0 0.0 0.1 -0.08
C -2.574017 -0.911321 -3.247341 0.0 0.1 0.0 -0.08
C -2.529448 -1.679334 -2.091439 0.0 0.0 -0.1 -0.08
C -2.524268 -3.064270 -2.175002 0.0 -0.2 0.2 -0.01
H -2.615314 -3.413216 -5.541148 0.0 0.0 0.0 0.12
H -2.649153 -0.929215 -5.390627 0.0 0.0 0.0 0.09
H -2.582156 0.167990 -3.181190 0.0 0.0 0.0 0.09
H -2.497867 -1.201598 -1.121640 0.0 -0.1 0.0 0.04
H -2.497826 -3.679997 -1.284695 0.0 0.0 0.0 0.11
F -2.492500 1.985605 -4.801988 0.0 0.0 0.0 0.05
C -1.296375 2.293520 -5.342721 0.3 0.1 -0.1 -0.29
C -0.881427 1.629017 -6.479077 -0.1 -0.2 -0.1 -0.02
C 0.348049 1.950863 -7.034463 0.0 0.1 0.1 -0.08
C 1.146477 2.921090 -6.444328 0.1 0.0 0.0 -0.10
C 0.713096 3.575026 -5.299318 0.0 -0.1 -0.1 -0.08
C -0.519698 3.264643 -4.744251 -0.1 0.1 0.2 -0.02
H -1.515283 0.870791 -6.920007 0.0 0.0 0.0 0.11
H 0.683376 1.443196 -7.928986 0.0 0.0 0.0 0.11
H 2.106914 3.167189 -6.877886 0.0 0.0 0.0 0.10
H 1.336144 4.328676 -4.836376 0.0 0.0 0.0 0.10
H -0.879181 3.768448 -3.856544 0.0 0.0 0.0 0.12
F 2.912302 2.801947 6.069597 0.0 -0.1 0.1 0.05
C 2.900525 4.145132 6.150682 0.0 0.3 0.0 -0.29
C 2.781390 4.880237 4.989515 -0.1 -0.1 -0.4 -0.02
C 2.768632 6.265250 5.067587 0.0 0.0 0.2 -0.08
C 2.883066 6.893803 6.300868 0.0 0.1 0.0 -0.10
C 3.006128 6.136105 7.457866 0.0 0.0 -0.1 -0.09
C 3.010953 4.750186 7.386650 0.0 -0.1 0.2 -0.02
H 2.702472 4.370356 4.036621 0.0 0.0 0.0 0.10
H 2.669837 6.854233 4.165313 0.0 0.0 0.0 0.11
H 2.876656 7.974442 6.359481 0.0 0.0 0.0 0.10
H 3.099713 6.624861 8.418611 0.0 0.0 0.0 0.10
H 3.099182 4.141863 8.277466 0.0 0.0 0.0 0.11
F 5.180989 -0.518442 5.520847 0.4 0.0 0.2 0.04
C 5.873633 0.176446 6.448432 0.2 0.2 0.2 -0.27
C 7.236295 0.330883 6.298306 0.1 -0.1 -0.2 -0.01
C 7.936677 1.055147 7.252024 -0.1 0.0 0.1 -0.08
C 7.268985 1.605316 8.338549 0.1 0.0 0.0 -0.10
C 5.897269 1.435477 8.470094 0.2 0.0 -0.1 -0.08
C 5.191827 0.717216 7.516383 -0.3 0.0 0.1 -0.02
H 7.737614 -0.110316 5.446396 0.0 0.0 0.0 0.12
H 9.004621 1.191333 7.146069 0.0 0.0 0.0 0.11
H 7.818794 2.168203 9.081523 0.0 0.0 0.0 0.10
H 5.375658 1.862818 9.316323 0.0 0.0 0.0 0.10
H 4.121193 0.580546 7.594299 0.0 0.0 0.0 0.12
F 10.159547 0.631919 1.804926 0.0 0.0 0.0 0.06
C 9.012346 0.207537 1.240540 -0.2 -0.1 -0.1 -0.29
C 8.962555 -1.057232 0.689230 0.2 -0.2 0.0 -0.02
C 7.778261 -1.493416 0.113466 -0.1 0.1 0.0 -0.08
C 6.667815 -0.660569 0.088007 -0.1 0.0 0.0 -0.10
C 6.739363 0.609873 0.643135 0.0 -0.1 0.0 -0.09
C 7.917688 1.048435 1.229509 0.0 0.2 0.1 -0.02
H 9.841440 -1.688117 0.713033 0.0 0.0 0.0 0.12
H 7.722218 -2.484861 -0.315941 0.0 0.0 0.0 0.10
H 5.745974 -1.002916 -0.364781 0.0 0.0 0.0 0.10
H 5.875050 1.261171 0.620532 0.0 0.0 0.0 0.10
H 7.990940 2.031729 1.675537 0.0 0.0 0.0 0.12
F -8.623304 -4.037596 -5.071677 0.0 -0.1 0.1 0.04
C -7.678400 -4.990858 -5.221588 0.2 -0.2 0.0 -0.28
C -7.867961 -5.981040 -6.163819 -0.2 0.0 -0.2 -0.02
C -6.892191 -6.954981 -6.319105 0.1 0.1 0.1 -0.08
C -5.751399 -6.930408 -5.528059 0.0 -0.1 0.0 -0.09
C -5.582153 -5.928051 -4.582226 -0.1 -0.1 -0.1 -0.08
C -6.549893 -4.946151 -4.429214 0.0 0.2 0.2 -0.01
H -8.767810 -5.985845 -6.765241 0.0 0.0 0.0 0.12
H -7.022985 -7.733853 -7.058628 0.0 0.0 0.0 0.10
H -4.993455 -7.693283 -5.649312 0.0 0.0 0.0 0.10
H -4.696042 -5.909421 -3.963520 0.0 0.0 0.0 0.09
H -6.432660 -4.151071 -3.703923 0.0 0.0 0.0 0.12
F -9.628122 2.668401 -6.065108 0.0 0.0 0.0 0.05
C -9.531228 1.327300 -6.162257 0.0 -0.3 0.0 -0.29
C -9.133916 0.600386 -5.057903 0.0 0.1 0.2 -0.02
C -9.039353 -0.780266 -5.159535 0.0 0.0 -0.1 -0.08
C -9.332181 -1.412765 -6.359727 0.0 0.0 -0.1 -0.09
C -9.725874 -0.663040 -7.460348 0.0 0.0 0.2 -0.08
C -9.832068 0.717250 -7.363204 -0.1 0.1 -0.2 -0.02
H -8.902665 1.112818 -4.133164 0.0 0.0 0.0 0.12
H -8.736099 -1.364431 -4.300923 0.0 0.0 0.0 0.10
H -9.253867 -2.484286 -6.436234 0.0 0.0 0.0 0.08
H -9.950818 -1.153979 -8.398091 0.0 0.0 0.0 0.10
H -10.144799 1.318142 -8.207232 0.0 0.0 0.0 0.12
```
Positions in Å, forces in eV/Å.

Properties
- HOMO level (eV) = -9.041
- net charge = 0
- frontier orbital gap (eV) = 9.39
- LUMO (Ha) = 0.0130
- SMILES = CC[C@@H](Cl)[C@@H]1C(=O)NC[C@H]1/C(Cl)=C(\C)Cl.Fc1ccccc1.Fc1ccccc1.Fc1ccccc1.Fc1ccccc1.Fc1ccccc1.Fc1ccccc1.Fc1ccccc1
- energy (eV) = -114845.9637
- energy above the lowest of the compared OMol25 structures with the same formula, charge and spin (kcal/mol) = 0.0


(2)
C16H22ClGeN3OTc | the ωB97M-V functional and the def2-TZVPD basis

XYZ file:
```
45
Properties=species:S:1:pos:R:3:forces:R:3:nbo_charge:R:1
Tc -0.561397 0.169510 -0.000670 -0.1 0.2 -0.2 0.78
C -1.507908 -2.220209 -2.013009 0.0 0.0 0.0 -0.24
O -0.911622 -0.893093 -1.897852 0.0 0.0 0.0 -0.73
H -1.257285 -2.633247 -2.986358 0.0 0.0 0.0 0.22
H -2.587321 -2.158305 -1.889080 0.0 0.0 0.0 0.20
H -1.074380 -2.826161 -1.224327 0.0 0.0 0.0 0.20
H -1.208106 -0.367120 -2.653177 0.1 0.0 0.0 0.52
N 4.829555 3.545069 -0.870767 -0.1 0.0 0.0 -0.18
C 4.253532 2.553245 -0.904117 0.1 -0.1 -0.1 0.21
C 3.533462 1.310492 -0.943257 0.0 0.1 0.0 -0.16
C 4.131523 0.121195 -1.349204 0.0 0.0 0.0 -0.06
C 3.365179 -1.032924 -1.353341 0.0 0.0 0.0 -0.22
C 2.043594 -0.966773 -0.965065 0.0 0.0 0.0 0.09
N 1.464794 0.180916 -0.557161 0.0 -0.2 0.0 -0.45
C 2.206210 1.299061 -0.549028 -0.1 0.0 0.0 0.09
H 5.169538 0.108917 -1.654079 0.0 0.0 0.0 0.27
H 3.785060 -1.979975 -1.660367 0.0 0.0 0.0 0.27
H 1.415137 -1.845832 -0.971967 0.0 0.0 0.0 0.22
H 1.731821 2.213395 -0.219786 0.0 0.0 0.0 0.23
C -2.862778 0.134007 3.320759 0.0 0.0 0.0 -1.07
Ge -2.723384 -0.742521 1.603117 0.1 -0.1 0.0 1.53
C -3.682469 -2.407423 1.395085 0.0 -0.1 0.0 -1.06
C -3.187540 0.474232 0.093618 0.0 0.0 0.0 -1.07
C -0.765860 -1.093770 1.214041 -0.3 -0.2 0.2 -0.43
H -3.913023 0.303795 3.558256 0.0 0.0 0.0 0.27
H -2.343341 1.091094 3.324918 0.0 0.0 0.0 0.24
H -2.438202 -0.504217 4.095134 0.0 0.0 0.0 0.26
H -4.754470 -2.241249 1.495821 0.0 0.0 0.0 0.27
H -3.368516 -3.107819 2.168058 0.0 0.0 0.0 0.26
H -3.485653 -2.849897 0.419629 0.0 0.0 0.0 0.24
H -4.004878 1.078627 0.495864 0.0 0.0 0.0 0.29
H -3.566920 -0.074987 -0.764506 0.0 0.0 0.0 0.26
H -2.475198 1.246267 -0.251176 -0.1 -0.1 -0.1 0.21
H -0.182397 -1.847393 1.750740 0.2 0.1 -0.1 0.24
Cl -1.402077 5.508796 1.588586 0.0 0.0 0.0 0.12
C -0.558986 4.057808 1.913560 0.0 0.0 0.0 -0.06
C 0.366980 3.968714 2.942773 0.0 0.0 0.0 -0.13
C 1.009905 2.757568 3.143446 0.0 0.0 0.0 -0.21
C 0.723459 1.686978 2.320799 0.0 0.0 0.0 0.04
N -0.181580 1.771237 1.329562 0.1 0.1 0.1 -0.45
C -0.814855 2.939963 1.137267 0.0 0.0 0.0 0.00
H 0.573495 4.827830 3.567104 0.0 0.0 0.0 0.27
H 1.735971 2.640501 3.935597 0.0 0.0 0.0 0.26
H 1.216893 0.733869 2.445208 0.0 0.0 0.0 0.23
H -1.551588 2.999797 0.345851 0.0 0.0 0.0 0.22
```
Positions in Å, forces in eV/Å.

Properties
- HOMO level (alpha / beta) (eV) = -15.165 / -15.410
- net charge = +2
- frontier orbital gap (alpha / beta) (eV) = 8.38 / 8.02
- LUMO (alpha / beta) (Ha) = -0.2495 / -0.2716
- 2S+1 = 2
- energy (eV) = -94686.5382
- energy above the lowest of the compared OMol25 structures with the same formula, charge and spin (kcal/mol) = 0.0